# 1
Molecular formula: C48H108N4O8
Method: DFT, ωB97M-V/def2-TZVPD

XYZ file:
```
168
Properties=species:S:1:pos:R:3
C 1.983 3.210 -0.640
C 1.714 3.009 -2.136
C 0.666 4.020 -2.607
C 1.162 5.458 -2.588
C 2.348 5.556 -3.539
C 3.474 4.543 -3.319
N 2.900 3.242 -2.956
O 3.911 2.294 -2.734
C 4.266 4.376 -4.614
C 4.382 5.117 -2.221
C 1.135 1.627 -2.445
H 2.724 3.987 -0.426
H 2.488 2.356 -0.162
H 1.094 3.449 -0.052
H 0.477 3.813 -3.668
H -0.252 3.824 -2.048
H 1.456 5.733 -1.568
H 0.376 6.156 -2.874
H 2.775 6.561 -3.424
H 1.987 5.598 -4.573
H 3.752 3.635 -5.233
H 4.231 5.309 -5.176
H 5.268 3.974 -4.477
H 3.814 5.453 -1.351
H 5.155 4.422 -1.888
H 4.863 6.035 -2.571
H 1.825 0.788 -2.516
H 0.745 1.754 -3.456
H 0.382 1.408 -1.687
H 4.375 2.545 -1.920
C -5.289 4.662 0.599
C -4.576 4.048 -0.626
C -3.139 4.602 -0.709
C -2.157 3.872 0.196
C -2.208 2.361 0.049
C -3.630 1.807 0.213
N -4.509 2.596 -0.632
O -5.805 2.028 -0.667
C -3.557 0.368 -0.307
C -4.006 1.831 1.716
C -5.289 4.470 -1.905
H -4.841 4.287 1.518
H -6.334 4.340 0.607
H -5.237 5.746 0.551
H -2.819 4.470 -1.744
H -3.176 5.642 -0.387
H -2.192 4.203 1.241
H -1.161 4.244 -0.090
H -1.504 1.969 0.786
H -1.855 2.148 -0.963
H -4.500 0.042 -0.753
H -2.771 0.220 -1.043
H -3.416 -0.338 0.513
H -3.328 2.422 2.326
H -5.050 2.127 1.849
H -4.025 0.809 2.092
H -5.346 5.558 -1.984
H -6.327 4.137 -1.936
H -4.760 4.014 -2.741
H -6.204 2.221 0.195
C -2.172 -3.351 3.964
C -3.537 -3.620 3.347
C -4.170 -4.732 4.174
C -5.661 -4.953 3.883
C -6.457 -3.629 3.923
C -5.790 -2.477 3.175
N -4.367 -2.437 3.489
O -3.754 -1.385 2.736
C -6.086 -2.602 1.650
C -6.405 -1.192 3.709
C -3.312 -4.140 1.922
H -1.420 -2.979 3.259
H -1.702 -4.280 4.310
H -2.181 -2.688 4.829
H -3.684 -5.690 3.976
H -4.086 -4.555 5.252
H -6.082 -5.645 4.609
H -5.767 -5.351 2.868
H -6.603 -3.394 4.981
H -7.408 -3.845 3.434
H -6.951 -1.999 1.376
H -5.212 -2.260 1.102
H -6.331 -3.636 1.406
H -6.131 -0.292 3.151
H -7.496 -1.212 3.721
H -6.073 -1.052 4.743
H -4.156 -4.611 1.428
H -2.458 -4.825 1.936
H -2.914 -3.323 1.306
H -3.707 -0.678 3.388
C 4.905 0.678 4.037
C 4.061 0.618 2.753
C 3.455 -0.772 2.629
C 2.255 -1.000 3.541
C 1.258 0.128 3.378
C 1.858 1.517 3.578
N 3.010 1.625 2.685
O 3.559 2.926 2.744
C 0.798 2.494 3.038
C 2.101 1.832 5.057
C 4.984 0.812 1.570
H 4.342 0.430 4.939
H 5.246 1.701 4.209
H 5.744 -0.013 3.967
H 3.103 -0.953 1.609
H 4.244 -1.500 2.826
H 2.530 -1.184 4.585
H 1.730 -1.925 3.272
H 0.341 0.003 3.958
H 0.888 0.082 2.342
H -0.122 2.354 3.612
H 1.030 3.551 3.203
H 0.696 2.320 1.967
H 2.429 1.052 5.738
H 2.832 2.649 5.124
H 1.221 2.326 5.482
H 4.412 0.670 0.641
H 5.790 0.083 1.467
H 5.432 1.802 1.489
H 3.375 3.300 1.877
C -0.481 -1.294 -0.441
C 0.720 -2.083 0.073
C 0.345 -3.373 0.827
O 1.712 -2.310 -0.906
H -1.394 -1.852 -0.235
H -0.477 -1.097 -1.517
H -0.538 -0.320 0.043
H 1.181 -1.486 0.873
H 1.004 -3.532 1.677
H 0.401 -4.227 0.144
H -0.697 -3.318 1.142
H 2.505 -2.642 -0.458
C -1.590 -3.603 -5.517
C -1.156 -3.307 -4.099
C -1.405 -4.492 -3.189
O 0.259 -3.049 -4.137
H -2.667 -3.663 -5.643
H -1.065 -4.495 -5.875
H -1.167 -2.851 -6.190
H -1.652 -2.382 -3.784
H -0.876 -4.482 -2.237
H -1.082 -5.403 -3.701
H -2.480 -4.616 -3.016
H 0.434 -2.468 -3.388
C 3.492 -5.459 -0.326
C 4.717 -4.761 -0.848
C 4.941 -4.925 -2.345
O 4.544 -3.358 -0.578
H 3.436 -5.309 0.750
H 3.531 -6.523 -0.576
H 2.602 -5.076 -0.829
H 5.607 -5.072 -0.292
H 5.684 -4.191 -2.676
H 4.019 -4.641 -2.863
H 5.290 -5.899 -2.681
H 4.765 -2.822 -1.354
C 3.448 -0.876 -4.572
C 4.758 -1.306 -3.962
C 5.944 -0.450 -4.366
O 4.663 -1.238 -2.522
H 3.353 -1.255 -5.594
H 3.293 0.201 -4.644
H 2.623 -1.322 -4.007
H 5.002 -2.352 -4.174
H 5.799 0.577 -4.021
H 6.243 -0.520 -5.408
H 6.782 -0.794 -3.746
H 3.731 -1.214 -2.276
```

Results
HOMO level   -8.32 eV
SMILES string   CC1(C)CCCC(C)(C)N1O.CC1(C)CCCC(C)(C)N1O.CC1(C)CCCC(C)(C)N1O.CC1(C)CCCC(C)(C)N1O.CC(C)O.CC(C)O.CC(C)O.CC(C)O
Orbital gap   8.83 eV
LUMO   0.5 eV
Total energy   -73863.5540 eV
Energy relative to the best compared isomer or geometry (same formula, charge and spin)   1.3105 eV

---

# 2
Molecular formula: C48H110O34
Method: DFT, ωB97M-V/def2-TZVPD

XYZ file:
```
192
Properties=species:S:1:pos:R:3
C 14.814 16.644 15.989
C 14.849 17.937 15.163
O 15.998 18.610 15.821
C 16.009 18.143 17.110
O 16.598 18.669 18.019
O 15.230 17.127 17.256
H 15.689 16.096 15.659
H 13.899 16.051 16.068
H 13.960 18.547 15.229
H 15.171 17.821 14.128
C 13.792 12.216 13.734
C 14.012 10.782 13.215
O 15.118 10.875 12.356
C 15.822 12.054 12.600
O 16.916 12.239 12.199
O 15.092 12.805 13.529
H 13.542 12.177 14.789
H 13.113 12.776 13.101
H 13.172 10.392 12.660
H 14.230 10.051 13.996
C 17.818 21.270 12.086
C 17.100 20.478 13.164
O 15.834 21.159 13.197
C 15.879 22.355 12.578
O 15.028 23.174 12.562
O 17.093 22.506 12.046
H 17.758 20.768 11.083
H 18.863 21.482 12.422
H 17.516 20.653 14.166
H 17.012 19.458 12.829
C 17.121 23.422 16.703
C 16.571 21.977 17.017
O 15.159 22.251 17.284
C 14.848 23.513 16.910
O 13.739 23.954 16.946
O 15.937 24.208 16.484
H 17.854 23.404 15.836
H 17.642 23.815 17.554
H 17.055 21.491 17.906
H 16.608 21.292 16.138
C 20.120 18.689 8.850
C 19.881 17.887 10.061
O 20.178 18.753 11.155
C 20.788 19.863 10.677
O 21.376 20.705 11.288
O 20.683 19.917 9.319
H 19.263 18.924 8.156
H 20.861 18.196 8.210
H 20.479 17.008 10.100
H 18.844 17.673 10.190
C 19.373 18.924 15.388
O 19.466 20.287 15.446
C 20.502 20.732 14.513
C 20.442 22.243 14.494
O 19.224 22.798 13.985
C 19.363 24.197 13.749
H 19.307 18.471 14.391
H 18.591 18.599 16.066
H 20.302 18.443 15.804
H 20.462 20.267 13.523
H 21.516 20.507 14.923
H 21.285 22.541 13.813
H 20.527 22.580 15.525
H 18.417 24.596 13.626
H 19.959 24.332 12.839
H 19.916 24.658 14.520
C 17.184 22.199 8.422
O 16.913 20.881 8.866
C 15.926 20.311 8.024
C 16.065 18.822 7.957
O 17.155 18.339 7.203
C 17.135 16.954 6.855
H 16.242 22.783 8.293
H 17.817 22.132 7.509
H 17.826 22.667 9.179
H 16.097 20.657 6.964
H 14.933 20.563 8.379
H 15.110 18.389 7.571
H 16.134 18.414 8.942
H 16.463 16.793 5.982
H 16.850 16.286 7.653
H 18.155 16.693 6.555
C 20.477 25.574 17.793
O 20.582 24.183 17.593
C 20.636 23.579 18.910
C 20.864 22.090 18.654
O 19.524 21.587 18.486
C 19.552 20.140 18.320
H 20.091 26.041 16.854
H 21.488 26.044 18.034
H 19.765 25.811 18.616
H 19.678 23.726 19.472
H 21.317 24.092 19.559
H 21.247 21.623 19.536
H 21.422 22.031 17.737
H 18.579 19.742 17.966
H 19.674 19.684 19.311
H 20.339 19.796 17.670
C 14.850 13.857 9.191
O 14.135 14.906 9.750
C 14.073 16.127 9.119
C 12.917 16.893 9.783
O 13.107 17.164 11.179
C 12.239 18.227 11.548
H 15.859 14.071 8.866
H 14.286 13.329 8.354
H 15.019 13.165 9.955
H 13.814 16.115 8.058
H 15.090 16.692 9.172
H 11.963 16.300 9.723
H 12.741 17.722 9.025
H 12.542 18.688 12.474
H 11.232 17.873 11.551
H 12.278 19.049 10.863
C 10.375 15.009 18.394
O 11.541 15.439 17.737
C 11.503 16.680 17.086
C 10.706 16.564 15.777
O 11.337 15.682 14.873
C 10.409 15.384 13.902
H 10.634 14.369 19.269
H 9.719 14.390 17.750
H 9.873 15.929 18.853
H 12.504 17.015 16.821
H 11.175 17.426 17.761
H 10.701 17.566 15.413
H 9.725 16.255 16.032
H 11.012 15.055 13.052
H 9.687 16.206 13.541
H 9.782 14.525 14.209
C 18.157 15.016 17.566
O 17.938 14.344 16.302
C 17.142 13.186 16.524
C 17.601 12.082 15.627
O 18.707 11.377 16.177
C 19.946 12.134 16.078
H 19.011 14.556 18.000
H 17.280 15.054 18.282
H 18.438 16.051 17.293
H 16.115 13.516 16.368
H 17.343 12.802 17.509
H 17.988 12.532 14.610
H 16.766 11.378 15.547
H 20.515 11.656 15.223
H 20.538 12.017 16.981
H 19.767 13.171 15.835
C 23.678 14.017 13.864
O 23.920 15.331 13.507
C 23.911 15.514 12.120
C 24.193 16.935 11.755
O 23.065 17.809 11.956
C 23.241 18.614 13.065
H 23.257 13.985 14.895
H 24.658 13.519 13.935
H 23.037 13.438 13.139
H 22.967 15.107 11.740
H 24.666 14.873 11.688
H 24.583 16.990 10.746
H 25.019 17.256 12.401
H 23.146 18.139 14.065
H 22.502 19.465 13.028
H 24.279 19.053 12.998
C 11.664 21.639 18.164
O 12.596 20.652 17.845
H 10.715 21.143 18.481
H 12.013 22.328 18.940
H 11.461 22.289 17.314
H 13.330 21.206 17.579
C 20.517 15.375 14.494
O 20.687 16.329 13.441
H 19.446 15.155 14.447
H 20.947 14.441 14.194
H 20.910 15.665 15.522
H 21.618 16.656 13.510
C 16.145 15.673 12.333
O 17.210 16.699 12.126
H 16.557 14.643 12.446
H 15.604 15.931 13.278
H 15.422 15.722 11.560
H 17.947 16.427 12.671
C 12.429 21.384 14.528
O 11.982 20.018 14.857
H 12.374 21.396 13.472
H 11.732 22.200 14.803
H 13.421 21.557 14.906
H 11.986 19.914 15.797
C 19.782 13.846 10.918
O 20.666 14.947 10.848
H 19.485 13.670 11.979
H 18.816 14.062 10.390
H 20.342 13.034 10.395
H 20.629 15.520 11.624
```

Results
HOMO level   -9.58 eV
Orbital gap   9.94 eV
LUMO   0.4 eV
Total energy   -121162.2203 eV